# 1
{"formula": "C33H67ClN7O7S2", "method": "ωB97M-V/def2-TZVPD", "elements": ["C", "C", "N", "C", "C", "C", "C", "C", "N", "N", "N", "N", "C", "C", "C", "O", "C", "C", "C", "C", "S", "O", "O", "O", "C", "C", "C", "C", "C", "S", "O", "O", "Cl", "C", "C", "O", "H", "H", "H", "H", "H", "H", "H", "H", "H", "H", "H", "H", "H", "H", "H", "H", "H", "H", "H", "H", "H", "H", "H", "H", "H", "H", "H", "H", "H", "H", "H", "H", "H", "H", "H", "H", "H", "C", "C", "N", "C", "C", "C", "C", "H", "H", "H", "H", "H", "H", "H", "H", "H", "H", "H", "H", "H", "H", "H", "C", "C", "N", "C", "C", "C", "C", "H", "H", "H", "H", "H", "H", "H", "H", "H", "H", "H", "H", "H", "H", "H"], "coordinates": [[4.75, -2.10, 3.35], [4.06, -1.10, 2.40], [3.09, -1.78, 1.52], [1.76, -1.93, 2.09], [1.10, -0.59, 2.51], [-0.39, -0.65, 2.60], [-0.97, -1.10, 3.82], [-0.15, -1.47, 5.02], [0.37, -0.25, 5.63], [-2.26, -1.17, 3.99], [-3.04, -0.76, 3.00], [-4.41, -0.87, 3.30], [-4.87, -2.27, 3.26], [-4.77, -0.01, 4.38], [-6.03, -0.37, 5.10], [-4.10, 0.96, 4.60], [-2.64, -0.28, 1.83], [-3.70, 0.23, 0.89], [-4.24, 1.63, 1.31], [-3.60, 2.85, 0.61], [-2.23, 3.53, 1.55], [-1.69, 2.48, 2.36], [-2.61, 4.77, 2.14], [-1.11, 3.83, 0.44], [-1.25, -0.24, 1.58], [-0.76, 0.27, 0.25], [-0.55, -0.85, -0.80], [-1.60, -0.87, -1.93], [-2.53, -2.09, -1.87], [-3.07, -2.50, -3.52], [-4.07, -1.56, -3.91], [-1.93, -2.77, -4.33], [-4.00, -4.27, -3.16], [3.06, -1.28, 0.18], [3.04, -2.35, -0.87], [3.09, -0.10, -0.06], [4.27, -3.08, 3.27], [4.69, -1.78, 4.39], [5.80, -2.22, 3.08], [4.79, -0.62, 1.76], [3.59, -0.30, 2.97], [1.85, -2.58, 2.97], [1.13, -2.47, 1.37], [1.41, 0.19, 1.81], [1.48, -0.29, 3.49], [0.69, -2.09, 4.70], [-0.77, -2.08, 5.69], [0.61, -0.41, 6.60], [-0.32, 0.49, 5.61], [-4.31, -2.79, 2.49], [-4.71, -2.78, 4.21], [-5.92, -2.29, 2.98], [-6.88, -0.34, 4.42], [-6.00, -1.37, 5.53], [-6.18, 0.37, 5.88], [-4.53, -0.47, 0.88], [-3.30, 0.25, -0.13], [-5.30, 1.66, 1.07], [-4.13, 1.74, 2.38], [-3.30, 2.64, -0.42], [-4.34, 3.66, 0.57], [-1.47, 3.83, -0.45], [-1.47, 0.99, -0.14], [0.18, 0.80, 0.41], [0.44, -0.74, -1.22], [-0.56, -1.82, -0.29], [-1.09, -0.86, -2.89], [-2.21, 0.04, -1.89], [-3.46, -1.89, -1.33], [-2.06, -2.97, -1.44], [2.35, -3.15, -0.59], [2.79, -1.93, -1.85], [4.03, -2.79, -0.89], [10.30, 2.26, 1.71], [10.25, 0.81, 2.16], [9.01, 0.45, 2.81], [9.05, -0.84, 3.47], [9.22, -2.10, 2.61], [7.80, 0.73, 2.06], [7.64, 0.08, 0.67], [10.11, 2.93, 2.55], [11.28, 2.49, 1.30], [9.57, 2.48, 0.93], [11.05, 0.65, 2.89], [10.49, 0.17, 1.29], [8.14, -0.94, 4.07], [9.88, -0.80, 4.19], [8.31, -2.37, 2.08], [9.49, -2.95, 3.25], [10.02, -1.98, 1.88], [7.71, 1.81, 1.94], [6.95, 0.44, 2.69], [8.56, 0.15, 0.08], [6.86, 0.60, 0.11], [7.36, -0.97, 0.73], [-7.57, 1.08, -6.31], [-6.77, 1.84, -7.35], [-5.56, 2.44, -6.81], [-4.93, 3.38, -7.73], [-4.35, 2.84, -9.04], [-4.66, 1.53, -6.12], [-4.11, 0.32, -6.88], [-7.82, 1.73, -5.46], [-8.50, 0.72, -6.75], [-7.04, 0.21, -5.93], [-7.38, 2.65, -7.74], [-6.57, 1.17, -8.20], [-4.13, 3.90, -7.18], [-5.67, 4.14, -7.96], [-3.42, 2.29, -8.89], [-4.14, 3.67, -9.72], [-5.05, 2.17, -9.55], [-5.18, 1.16, -5.23], [-3.83, 2.13, -5.74], [-4.88, -0.17, -7.47], [-3.73, -0.41, -6.17], [-3.29, 0.59, -7.55]], "molar_mass_g_mol": 773.528, "charge": 1, "orbital_gap_ha": 0.1993}

# 2
{"formula": "C33H67F6N5O19P", "method": "ωB97M-V/def2-TZVPD", "elements": ["P", "F", "F", "F", "F", "F", "F", "C", "O", "H", "H", "H", "H", "C", "O", "H", "H", "H", "H", "C", "C", "C", "O", "C", "O", "O", "H", "H", "H", "H", "H", "H", "C", "C", "C", "O", "C", "O", "O", "H", "H", "H", "H", "H", "H", "C", "C", "C", "O", "C", "O", "O", "H", "H", "H", "H", "H", "H", "C", "C", "C", "O", "C", "O", "O", "H", "H", "H", "H", "H", "H", "C", "O", "N", "C", "C", "H", "H", "H", "H", "H", "H", "H", "C", "O", "N", "C", "C", "H", "H", "H", "H", "H", "H", "H", "C", "O", "N", "C", "C", "H", "H", "H", "H", "H", "H", "H", "C", "O", "N", "C", "C", "H", "H", "H", "H", "H", "H", "H", "C", "O", "N", "C", "C", "H", "H", "H", "H", "H", "H", "H"], "coordinates": [[0.27, -0.20, -0.45], [0.28, 1.44, -0.54], [-0.99, -0.17, 0.57], [-0.78, -0.25, -1.67], [0.19, -1.84, -0.37], [1.54, -0.44, -1.45], [1.22, 0.01, 0.81], [-1.87, 3.01, -0.68], [-1.10, 2.51, 0.40], [-2.34, 2.18, -1.21], [-2.64, 3.68, -0.28], [-1.36, 3.60, -1.43], [-0.42, 1.92, 0.08], [1.38, -3.11, 0.62], [1.85, -1.80, 0.45], [0.47, -3.33, 0.07], [2.12, -3.81, 0.23], [1.18, -3.28, 1.67], [1.07, -1.37, 0.10], [-1.21, -3.34, 1.41], [-2.30, -2.85, 0.41], [-1.70, -2.52, -0.90], [-2.52, -3.27, -1.76], [-3.43, -3.93, -1.10], [-4.18, -4.68, -1.62], [-3.32, -3.83, 0.20], [-0.96, -4.36, 1.10], [-1.63, -3.36, 2.42], [-0.29, -2.76, 1.38], [-2.69, -1.91, 0.79], [-0.67, -2.89, -0.92], [-1.83, -1.46, -1.14], [3.14, 0.31, 1.68], [3.99, 0.04, 0.50], [3.19, 0.04, -0.79], [4.01, 0.97, -1.60], [5.06, 1.41, -0.93], [5.92, 2.18, -1.41], [4.94, 1.05, 0.36], [3.65, 0.58, 2.60], [2.70, -0.62, 2.03], [2.45, 1.15, 1.56], [4.46, -0.94, 0.49], [2.14, 0.26, -0.61], [3.27, -0.92, -1.31], [2.00, -1.22, -2.83], [2.59, -2.38, -1.99], [1.87, -3.67, -2.11], [2.85, -4.66, -2.15], [3.98, -4.07, -2.56], [5.01, -4.70, -2.95], [3.93, -2.71, -2.49], [2.53, -0.28, -2.66], [0.99, -0.95, -2.51], [2.14, -1.38, -3.90], [2.77, -2.12, -0.95], [1.27, -3.74, -3.02], [1.28, -3.92, -1.23], [-4.29, 0.71, -2.53], [-3.58, -0.37, -1.77], [-2.59, 0.09, -0.67], [-2.96, -0.67, 0.44], [-4.08, -1.31, 0.21], [-4.53, -2.16, 0.96], [-4.51, -1.15, -1.01], [-3.57, 1.22, -3.18], [-4.74, 1.46, -1.89], [-4.96, 0.28, -3.28], [-3.16, -1.09, -2.47], [-2.75, 1.15, -0.45], [-1.56, -0.04, -1.02], [0.79, 3.84, -2.11], [0.58, 3.96, -3.33], [1.72, 2.97, -1.57], [1.82, 2.67, -0.15], [2.60, 2.15, -2.45], [0.21, 4.35, -1.33], [1.17, 3.32, 0.44], [2.79, 2.93, 0.30], [1.56, 1.63, 0.06], [3.61, 1.99, -2.06], [2.06, 1.21, -2.54], [2.70, 2.67, -3.40], [1.35, -0.10, 4.61], [2.38, -0.68, 4.73], [0.51, -0.35, 3.62], [0.72, -1.46, 2.64], [-0.80, 0.27, 3.66], [1.05, 0.71, 5.29], [1.59, -2.09, 2.84], [0.91, -1.00, 1.67], [-0.14, -2.11, 2.49], [-1.61, -0.45, 3.73], [-0.87, 1.00, 4.46], [-0.87, 0.80, 2.71], [-2.89, 0.78, 4.12], [-2.54, 1.86, 4.50], [-2.81, 0.40, 2.84], [-3.30, -0.96, 2.51], [-2.17, 1.12, 1.77], [-3.40, 0.01, 4.73], [-2.70, -1.72, 3.01], [-3.31, -1.24, 1.46], [-4.29, -1.02, 2.96], [-2.76, 1.19, 0.85], [-1.81, 2.12, 2.01], [-1.25, 0.61, 1.48], [-1.07, -0.30, -3.98], [-2.15, -0.50, -4.48], [-0.79, 0.93, -3.42], [-1.67, 2.10, -3.61], [0.60, 1.12, -3.03], [-0.24, -1.03, -3.97], [-1.42, 2.90, -2.92], [-2.74, 1.90, -3.61], [-1.42, 2.44, -4.62], [0.67, 1.31, -1.96], [1.29, 0.33, -3.32], [0.93, 2.03, -3.53], [0.79, 2.74, 4.40], [1.51, 2.06, 5.17], [0.62, 2.47, 3.06], [-0.25, 3.39, 2.16], [1.26, 1.37, 2.32], [0.19, 3.58, 4.79], [0.35, 3.81, 1.35], [-0.37, 4.34, 2.68], [-1.21, 2.97, 1.87], [1.84, 0.77, 3.02], [0.63, 0.63, 1.82], [1.85, 1.84, 1.54]], "molar_mass_g_mol": 982.877, "charge": -1, "orbital_gap_ha": 0.2876}